Formula: C24H30N2O4S
Source: the OMol25 dataset
Level of theory: ωB97M-V/def2-TZVPD

Each line ends with the Löwdin charge.
Positions of all 61 atoms, in Å:
C: 7.235 -2.268 -1.987  -0.064
C: 6.552 -1.704 -3.229  -0.249
O: 5.697 -0.616 -2.936  -0.051
C: 4.483 -0.844 -2.364  -0.267
C: 3.911 -2.089 -2.134  -0.013
C: 2.655 -2.187 -1.559  -0.007
C: 1.932 -1.052 -1.222  -0.264
N: 0.658 -1.109 -0.629  -0.160
C: -0.253 -2.206 -0.892  -0.080
C: -1.616 -1.686 -1.383  -0.501
O: -1.860 -1.555 -2.568  0.055
N: -2.489 -1.440 -0.397  0.076
C: -3.825 -0.940 -0.631  -0.164
C: -4.046 0.427 0.020  -0.122
C: -3.725 0.481 1.494  -0.240
C: -3.779 -0.571 2.301  -0.068
C: -3.429 -0.545 3.756  -0.185
C: -3.363 0.876 4.306  -0.198
C: -2.588 1.749 3.328  -0.195
C: -3.358 1.845 2.015  -0.144
S: 0.462 -0.223 0.773  0.707
O: 1.724 -0.040 1.423  -0.248
O: -0.584 -0.852 1.540  -0.282
C: -0.117 1.388 0.233  -0.275
C: -0.772 1.553 -0.972  -0.067
C: -1.201 2.821 -1.337  -0.063
C: -0.973 3.901 -0.499  -0.072
C: -0.307 3.723 0.704  -0.066
C: 0.125 2.459 1.072  -0.067
C: 2.506 0.197 -1.451  -0.010
C: 3.762 0.297 -2.006  0.020
H: 7.910 -3.070 -2.272  0.077
H: 6.502 -2.655 -1.282  0.067
H: 7.804 -1.485 -1.492  0.079
H: 6.008 -2.489 -3.768  0.115
H: 7.302 -1.282 -3.904  0.123
H: 4.429 -3.001 -2.387  0.106
H: 2.251 -3.170 -1.367  0.114
H: -0.389 -2.813 0.009  0.129
H: 0.160 -2.816 -1.696  0.129
H: -2.143 -1.398 0.556  0.089
H: -4.548 -1.665 -0.244  0.118
H: -3.956 -0.867 -1.714  0.121
H: -3.424 1.163 -0.495  0.096
H: -5.089 0.717 -0.137  0.125
H: -4.058 -1.545 1.924  0.109
H: -2.452 -1.026 3.867  0.114
H: -4.153 -1.140 4.320  0.110
H: -2.882 0.875 5.286  0.108
H: -4.373 1.274 4.425  0.116
H: -1.615 1.292 3.136  0.101
H: -2.427 2.747 3.741  0.111
H: -4.276 2.425 2.168  0.127
H: -2.762 2.378 1.271  0.091
H: -0.930 0.711 -1.626  0.107
H: -1.711 2.961 -2.278  0.113
H: -1.310 4.885 -0.788  0.107
H: -0.124 4.566 1.353  0.110
H: 0.661 2.288 1.992  0.120
H: 1.965 1.090 -1.183  0.105
H: 4.212 1.261 -2.182  0.122

Calculated values
Electronic energy   -47380.1416 eV
SMILES string   CCOc1ccc(N(CC(=O)NCCC2=CCCCC2)S(=O)(=O)c2ccccc2)cc1
Spin multiplicity   1
HOMO-LUMO gap   8.7 eV
Max |F|   1.18 eV/Å
Relative energy (zero: lowest compared OMol25 entry of this formula, charge and spin)   163.79 kJ/mol

Formula: C4H12
Source: the OMol25 dataset
Level of theory: ωB97M-V/def2-TZVPD

Each line ends with the Löwdin charge.
Positions of all 16 atoms, in Å:
C: -1.930 -0.949 -1.557  -0.166
C: -2.583 -0.488 -0.253  -0.179
H: -1.708 -2.011 -1.400  0.060
H: -2.564 -0.944 -2.437  0.057
H: -1.029 -0.368 -1.737  0.057
H: -3.235 0.370 -0.476  0.061
H: -1.849 -0.222 0.501  0.053
H: -3.318 -1.125 0.237  0.057
C: 2.020 1.403 1.008  -0.183
C: 2.578 0.016 0.757  -0.173
H: 1.102 1.428 1.611  0.057
H: 2.665 2.091 1.560  0.060
H: 1.649 1.913 0.115  0.059
H: 3.664 0.022 0.790  0.057
H: 2.294 -0.753 1.484  0.062
H: 2.244 -0.383 -0.204  0.059

Calculated values
Electronic energy   -4342.1408 eV
SMILES string   CC.CC
Spin multiplicity   1
HOMO-LUMO gap   12.5 eV
Max |F|   1.68 eV/Å
Relative energy (zero: lowest compared OMol25 entry of this formula, charge and spin)   37.38 kJ/mol

Number 1 is which compound? C24H30N2O4S